(1)
Density functional theory data (ωB97M-V/def2-TZVPD) for C7H28InN14O7 as an isolated structure.

```
57
Properties=species:S:1:pos:R:3:mulliken_charge:R:1
In 0.31 -0.10 -0.68 1.9405
C 0.36 -3.06 2.02 0.5917
O 0.61 -2.27 1.10 -0.3014
N -0.82 -3.14 2.67 -0.4305
N 1.35 -3.84 2.51 -0.4029
H -0.97 -3.83 3.39 0.1854
H -1.57 -2.56 2.33 0.2097
H 1.27 -4.32 3.39 0.1827
H 2.21 -3.85 1.98 0.2157
C 0.79 1.35 3.03 0.5162
O 0.66 0.54 2.08 -0.2748
N 1.52 2.47 2.93 -0.3554
N 0.17 1.09 4.20 -0.3986
H 1.48 3.14 3.68 0.1997
H 1.95 2.65 2.03 0.0879
H -0.10 0.13 4.32 0.2394
H 0.26 1.69 5.01 0.1964
C -0.91 -3.53 -1.78 0.5695
O -0.92 -2.46 -1.13 -0.4116
N -0.07 -3.70 -2.83 -0.3533
N -1.59 -4.63 -1.39 -0.4258
H -0.15 -4.57 -3.32 0.1785
H 0.63 -3.02 -3.06 0.1577
H -2.28 -4.48 -0.68 0.2746
H -1.73 -5.33 -2.10 0.2100
C -1.85 3.07 0.82 0.1927
O -1.12 2.27 0.24 -0.4425
N -1.95 4.37 0.43 -0.3707
N -2.59 2.75 1.91 -0.3109
H -1.43 4.80 -0.31 0.2424
H -2.49 5.00 1.01 0.1702
H -3.03 3.49 2.43 0.1805
H -2.61 1.84 2.33 0.2079
C 1.86 3.43 -0.52 0.7160
O 1.63 2.29 -0.06 -0.6910
N 2.52 3.66 -1.68 -0.4286
N 1.59 4.53 0.22 -0.3387
H 2.70 4.61 -1.95 0.2154
H 2.31 3.02 -2.43 0.2266
H 1.06 4.45 1.07 0.2192
H 1.65 5.45 -0.17 0.2321
C -3.30 0.80 -2.07 0.6165
O -2.28 0.19 -1.65 -0.4747
N -3.81 0.50 -3.27 -0.3790
N -3.87 1.78 -1.34 -0.2815
H -4.53 1.08 -3.66 0.1876
H -3.54 -0.36 -3.71 0.2430
H -4.61 2.33 -1.73 0.2204
H -3.43 2.11 -0.51 0.2579
C 3.24 -2.46 -1.64 0.4693
O 2.16 -1.90 -1.35 -0.6266
N 3.36 -3.78 -1.44 -0.3803
N 4.16 -1.91 -2.46 -0.4498
H 2.56 -4.29 -1.10 0.2596
H 3.94 -4.32 -2.08 0.2416
H 4.18 -0.90 -2.50 0.2306
H 5.09 -2.28 -2.54 0.2431
```

Calculated values
Energy relative to the best compared isomer or geometry (same formula, charge and spin), eV: 0.000
E_HOMO, eV: -17.5
Frontier orbital gap, eV: 4.6
Calculated total energy, hartree: -1766.2091
Total charge: +3

(2)
Density functional theory data (ωB97M-V/def2-TZVPD) for a 8-piece molecular cluster, C7H28N11O10 overall.

```
56
Properties=species:S:1:pos:R:3:mulliken_charge:R:1
N -0.53 -6.44 10.79 0.7200
O -0.78 -5.35 11.27 -0.8113
O -0.37 -6.55 9.57 -0.7108
O -0.55 -7.38 11.55 -0.4982
C 2.63 -5.01 10.38 -0.4815
O 2.25 -4.87 11.78 -0.5365
H 3.61 -4.56 10.21 0.2811
H 2.61 -6.09 10.20 0.2116
H 1.84 -4.61 9.75 0.2281
H 1.31 -5.09 11.76 0.2565
C -0.90 -2.65 13.30 -0.5012
O -1.80 -2.94 12.31 -0.5175
H -1.27 -2.00 14.10 0.2906
H -0.56 -3.53 13.85 0.0751
H 0.04 -2.24 12.93 0.2510
H -1.50 -3.77 11.92 0.6151
C 2.95 -9.37 13.04 0.7187
O 3.95 -8.73 12.82 -0.7042
N 1.78 -9.21 12.68 -0.0277
N 2.95 -10.43 13.83 -0.4402
H 1.68 -8.34 12.17 -0.0884
H 1.11 -9.89 12.98 0.0920
H 3.76 -10.49 14.43 0.2281
H 2.07 -10.91 13.96 0.1551
C 0.14 -10.54 9.68 0.6867
O 0.78 -9.90 8.93 -0.5962
N -0.67 -9.94 10.54 -0.1192
N 0.25 -11.80 9.79 -0.4234
H -1.43 -10.38 11.05 0.1775
H -0.55 -8.96 10.76 0.0306
H 0.78 -12.24 9.05 0.2557
H -0.33 -12.23 10.50 0.1508
C -4.82 -7.82 9.44 0.7077
O -4.75 -7.99 8.24 -0.7538
N -3.85 -7.47 10.20 -0.1657
N -5.89 -8.01 10.20 -0.4480
H -4.09 -7.37 11.18 0.1850
H -2.90 -7.45 9.86 -0.0956
H -5.96 -7.85 11.20 0.1474
H -6.68 -8.46 9.77 0.2194
C -0.58 -7.51 15.45 0.8623
O -0.38 -6.83 16.47 -0.7706
N -0.39 -7.05 14.31 0.0048
N -0.87 -8.79 15.54 -0.4444
H -0.06 -6.11 14.19 0.0364
H -0.49 -7.71 13.55 -0.0781
H -1.04 -9.33 14.71 0.1845
H -0.57 -9.14 16.44 0.2227
C -1.61 -8.03 6.27 0.6515
O -2.24 -8.72 5.46 -0.7486
N -2.10 -7.51 7.40 -0.1187
N -0.45 -7.47 6.02 -0.3886
H -3.00 -7.75 7.78 0.2207
H -1.49 -6.96 7.99 0.1858
H -0.16 -7.75 5.09 0.2151
H 0.09 -6.97 6.71 0.2010
```

Calculated values
Energy relative to the best compared isomer or geometry (same formula, charge and spin), eV: 3.816
E_HOMO, eV: -6.6
Frontier orbital gap, eV: 8.5
Calculated total energy, hartree: -1638.2647
Total charge: -1

(3)
Density functional theory data (ωB97M-V/def2-TZVPD) for C7H28N14O7Pb as an isolated structure.

```
57
Properties=species:S:1:pos:R:3:mulliken_spin:R:1
Pb -0.13 -0.11 0.09 0.1337
C 2.24 -3.18 0.91 0.0000
O 1.62 -2.16 0.79 0.0191
N 1.70 -4.19 1.50 0.0008
N 3.42 -3.36 0.42 0.0033
H 0.80 -3.94 1.89 -0.0006
H 2.03 -5.11 1.23 0.0000
H 4.09 -4.09 0.64 0.0003
H 3.83 -2.53 0.03 -0.0001
C -1.39 -2.11 3.15 -0.0031
O -1.18 -1.21 2.35 0.0455
N -2.10 -2.05 4.20 0.0006
N -1.26 -3.33 2.77 -0.0003
H -2.32 -2.87 4.75 0.0003
H -2.37 -1.15 4.56 -0.0005
H -1.53 -4.08 3.39 -0.0001
H -1.41 -3.51 1.79 -0.0010
C 2.12 -0.95 -2.60 0.0016
O 1.19 -0.65 -1.90 0.0630
N 3.01 -0.16 -3.16 0.0036
N 2.53 -2.12 -2.83 0.0026
H 2.90 0.82 -2.94 -0.0007
H 3.84 -0.49 -3.64 0.0005
H 2.05 -2.92 -2.44 0.0001
H 3.30 -2.26 -3.46 -0.0001
C -3.28 1.61 0.83 -0.0053
O -2.02 1.55 0.74 0.1428
N -4.08 1.33 1.82 0.0241
N -3.98 1.94 -0.14 0.0257
H -3.82 0.59 2.46 -0.0014
H -5.01 1.71 1.92 -0.0010
H -3.45 2.36 -0.89 -0.0008
H -4.99 2.02 -0.13 -0.0010
C -1.80 0.85 -3.16 -0.0119
O -1.33 1.02 -2.00 0.1451
N -1.79 -0.38 -3.68 0.0033
N -2.29 1.69 -3.99 0.0038
H -2.13 -0.52 -4.62 0.0003
H -1.37 -1.03 -3.04 -0.0047
H -2.77 1.20 -4.73 -0.0005
H -2.70 2.54 -3.65 -0.0001
C 1.65 2.81 -1.57 -0.0264
O 1.19 2.08 -0.64 0.2611
N 1.42 2.47 -2.81 0.0018
N 2.21 3.96 -1.41 0.0270
H 0.85 1.66 -3.01 0.0004
H 1.81 3.06 -3.53 -0.0004
H 2.94 4.14 -2.08 -0.0007
H 2.13 4.12 -0.41 -0.0042
C 0.90 1.51 2.94 -0.0254
O 1.09 0.73 2.05 0.1023
N -0.02 1.24 3.84 0.0716
N 1.35 2.75 3.04 0.0104
H -0.11 1.92 4.58 -0.0028
H -0.55 0.38 3.77 -0.0033
H 1.98 3.04 2.30 0.0009
H 0.98 3.36 3.75 0.0012
```

Calculated values
Energy relative to the best compared isomer or geometry (same formula, charge and spin), eV: 1.535
<S²>: 0.760
E_HOMO (alpha / beta), eV: -17.4 / -17.3
Frontier orbital gap (alpha / beta), eV: 9.6 / 3.7
Calculated total energy, hartree: -1768.8656
Spin multiplicity: 2
Total charge: +3

(4)
Density functional theory data (ωB97M-V/def2-TZVPD) for C7H28N14O7Ti as an isolated structure.

```
57
Properties=species:S:1:pos:R:3:mulliken_spin:R:1
Ti 0.65 -0.10 0.22 3.8082
C 2.61 2.61 0.69 1.8265
O 2.18 1.53 1.11 -1.1108
N 2.06 3.29 -0.21 -0.5817
N 3.57 3.19 1.30 0.0778
H 2.31 4.25 -0.39 -0.5460
H 1.43 2.99 -0.93 0.2592
H 3.59 4.20 1.25 -0.0376
H 3.99 2.66 2.05 -0.0086
C -1.74 -3.12 0.23 0.9364
O -0.87 -2.28 -0.12 -0.9310
N -2.94 -2.79 0.33 -0.2121
N -1.41 -4.37 0.09 0.5826
H -3.23 -1.83 0.17 0.0193
H -3.46 -3.64 0.18 -0.0662
H -2.15 -5.01 -0.16 -0.1942
H -0.53 -4.49 -0.38 -0.1569
C 2.30 0.62 -2.44 0.1373
O 1.21 0.64 -1.94 -0.9456
N 3.29 -0.12 -2.03 -0.1574
N 2.73 1.36 -3.38 0.1735
H 3.06 -0.84 -1.36 0.0941
H 3.90 -0.46 -2.76 -0.0334
H 2.35 2.25 -3.67 -0.0860
H 3.74 1.38 -3.39 -0.0369
C -1.43 2.88 0.15 3.7794
O -0.60 2.02 -0.04 -2.3081
N -2.74 2.70 0.34 -0.4009
N -1.21 4.13 0.52 0.1924
H -3.28 3.54 0.46 -0.0249
H -3.07 1.75 0.32 0.0221
H -1.96 4.79 0.38 -0.1150
H -0.28 4.53 0.53 -0.1548
C -0.87 -0.29 3.16 0.7277
O 0.03 -0.35 2.34 -0.5995
N -1.92 -1.00 3.23 -0.1488
N -0.84 0.66 4.02 -0.1330
H -2.04 -1.75 2.56 0.0005
H -2.70 -0.64 3.76 -0.0431
H -0.01 1.23 4.13 -0.0050
H -1.62 0.93 4.59 -0.0141
C 2.71 -2.82 0.45 1.5435
O 2.51 -1.66 0.23 -0.8198
N 2.98 -3.36 1.61 -0.1456
N 2.72 -3.71 -0.47 0.0311
H 2.72 -2.96 2.50 0.0380
H 3.20 -4.34 1.72 -0.0432
H 2.94 -4.63 -0.13 -0.2051
H 2.08 -3.51 -1.22 0.0192
C -3.54 -0.15 -1.95 0.4242
O -4.08 -0.53 -0.94 -0.1680
N -2.25 -0.17 -2.20 -0.2425
N -4.04 0.18 -3.06 -0.0416
H -1.66 -0.53 -1.46 0.0373
H -2.00 0.41 -2.99 0.0092
H -4.99 0.50 -3.16 -0.0132
H -3.40 0.24 -3.85 -0.0093
```

Calculated values
<S²>: 6.002
E_HOMO (alpha / beta), eV: -2.2 / -9.9
Frontier orbital gap (alpha / beta), eV: 2.4 / 10.0
Calculated total energy, hartree: -2426.2407
Spin multiplicity: 5

Which value of calculated total energy does entry 4 give?
-2426.2407 hartree

Repeat the third record exactly.
Density functional theory data (ωB97M-V/def2-TZVPD) for C7H28N14O7Pb as an isolated structure.

```
57
Properties=species:S:1:pos:R:3:mulliken_spin:R:1
Pb -0.13 -0.11 0.09 0.1337
C 2.24 -3.18 0.91 0.0000
O 1.62 -2.16 0.79 0.0191
N 1.70 -4.19 1.50 0.0008
N 3.42 -3.36 0.42 0.0033
H 0.80 -3.94 1.89 -0.0006
H 2.03 -5.11 1.23 0.0000
H 4.09 -4.09 0.64 0.0003
H 3.83 -2.53 0.03 -0.0001
C -1.39 -2.11 3.15 -0.0031
O -1.18 -1.21 2.35 0.0455
N -2.10 -2.05 4.20 0.0006
N -1.26 -3.33 2.77 -0.0003
H -2.32 -2.87 4.75 0.0003
H -2.37 -1.15 4.56 -0.0005
H -1.53 -4.08 3.39 -0.0001
H -1.41 -3.51 1.79 -0.0010
C 2.12 -0.95 -2.60 0.0016
O 1.19 -0.65 -1.90 0.0630
N 3.01 -0.16 -3.16 0.0036
N 2.53 -2.12 -2.83 0.0026
H 2.90 0.82 -2.94 -0.0007
H 3.84 -0.49 -3.64 0.0005
H 2.05 -2.92 -2.44 0.0001
H 3.30 -2.26 -3.46 -0.0001
C -3.28 1.61 0.83 -0.0053
O -2.02 1.55 0.74 0.1428
N -4.08 1.33 1.82 0.0241
N -3.98 1.94 -0.14 0.0257
H -3.82 0.59 2.46 -0.0014
H -5.01 1.71 1.92 -0.0010
H -3.45 2.36 -0.89 -0.0008
H -4.99 2.02 -0.13 -0.0010
C -1.80 0.85 -3.16 -0.0119
O -1.33 1.02 -2.00 0.1451
N -1.79 -0.38 -3.68 0.0033
N -2.29 1.69 -3.99 0.0038
H -2.13 -0.52 -4.62 0.0003
H -1.37 -1.03 -3.04 -0.0047
H -2.77 1.20 -4.73 -0.0005
H -2.70 2.54 -3.65 -0.0001
C 1.65 2.81 -1.57 -0.0264
O 1.19 2.08 -0.64 0.2611
N 1.42 2.47 -2.81 0.0018
N 2.21 3.96 -1.41 0.0270
H 0.85 1.66 -3.01 0.0004
H 1.81 3.06 -3.53 -0.0004
H 2.94 4.14 -2.08 -0.0007
H 2.13 4.12 -0.41 -0.0042
C 0.90 1.51 2.94 -0.0254
O 1.09 0.73 2.05 0.1023
N -0.02 1.24 3.84 0.0716
N 1.35 2.75 3.04 0.0104
H -0.11 1.92 4.58 -0.0028
H -0.55 0.38 3.77 -0.0033
H 1.98 3.04 2.30 0.0009
H 0.98 3.36 3.75 0.0012
```

Calculated values
Energy relative to the best compared isomer or geometry (same formula, charge and spin), eV: 1.535
<S²>: 0.760
E_HOMO (alpha / beta), eV: -17.4 / -17.3
Frontier orbital gap (alpha / beta), eV: 9.6 / 3.7
Calculated total energy, hartree: -1768.8656
Spin multiplicity: 2
Total charge: +3

What is the formula in the second record?
C7H28N11O10

Which of these has the highest calculated total energy?
C7H28N11O10